(1)
This record from the Open Molecules 2025 dataset describes a structure of composition C57H46AsCrNO4STe. The level of theory is wB97M-V/def2-TZVPD.

Last column: Löwdin charge in e.
Atoms and positions in Å:
Cr: -0.049 0.459 0.729  0.79
C: 1.912 4.348 -4.816  -0.05
C: 1.270 3.650 -3.647  -0.25
C: 0.004 4.014 -3.191  0.05
C: -0.602 3.368 -2.132  -0.08
C: -1.967 3.827 -1.718  -0.29
O: -2.194 5.020 -1.646  0.09
C: -3.043 2.820 -1.475  -0.14
C: -2.884 1.469 -1.772  -0.02
C: -3.912 0.573 -1.527  -0.05
C: -5.113 1.025 -1.001  -0.07
C: -5.289 2.376 -0.727  -0.09
C: -4.258 3.269 -0.961  -0.03
C: 0.076 2.352 -1.436  -0.28
O: -0.492 1.858 -0.364  -0.17
C: 1.339 1.927 -1.910  -0.06
C: 1.902 2.603 -3.008  0.04
C: 2.098 0.850 -1.275  -0.16
N: 1.724 0.262 -0.189  0.00
C: 2.503 -0.841 0.393  -0.25
C: 2.755 -0.637 1.884  -0.48
Te: 3.634 1.241 2.438  1.31
C: 2.035 2.562 1.995  -0.57
C: 0.922 2.667 2.831  -0.16
C: -0.048 3.632 2.586  -0.08
C: 0.085 4.500 1.511  -0.06
C: 1.199 4.416 0.688  -0.07
C: 2.167 3.455 0.931  -0.15
C: 3.344 0.400 -1.969  -0.22
C: 3.235 -0.498 -3.024  -0.01
C: 4.378 -0.925 -3.685  -0.06
C: 5.624 -0.449 -3.300  -0.08
C: 5.729 0.449 -2.247  -0.06
C: 4.590 0.874 -1.577  -0.04
H: 1.340 5.228 -5.106  0.08
H: 1.972 3.689 -5.684  0.08
H: 2.926 4.669 -4.577  0.08
H: -0.534 4.824 -3.670  0.13
H: -1.952 1.102 -2.183  0.12
H: -3.764 -0.478 -1.740  0.10
H: -5.915 0.325 -0.805  0.11
H: -6.230 2.729 -0.324  0.10
H: -4.373 4.326 -0.755  0.12
H: 2.874 2.291 -3.369  0.13
H: 3.445 -0.969 -0.136  0.11
H: 1.902 -1.748 0.260  0.13
H: 3.480 -1.371 2.237  0.05
H: 1.850 -0.775 2.469  0.02
H: 0.810 1.996 3.672  0.08
H: -0.904 3.707 3.245  0.11
H: -0.678 5.241 1.307  0.11
H: 1.304 5.083 -0.159  0.12
H: 3.034 3.397 0.284  0.09
H: 2.259 -0.861 -3.322  0.13
H: 4.294 -1.628 -4.503  0.11
H: 6.513 -0.782 -3.818  0.10
H: 6.699 0.818 -1.943  0.11
H: 4.666 1.559 -0.741  0.09
C: -3.682 -9.861 -1.772  -0.08
C: -3.201 -8.490 -1.353  -0.76
O: -2.990 -8.194 -0.207  0.02
S: -3.037 -7.378 -2.727  1.01
C: -2.514 -5.876 -1.933  -0.56
C: -1.133 -5.572 -1.912  -0.12
C: -0.756 -4.303 -1.498  -0.06
C: -1.680 -3.394 -1.009  -0.24
C: -3.051 -3.823 -0.706  -0.18
C: -3.452 -5.017 -1.450  -0.10
C: -1.263 -2.125 -0.534  -0.09
C: -0.843 -1.086 -0.054  -0.08
H: -3.074 -10.610 -1.268  0.08
H: -3.639 -10.004 -2.849  0.06
H: -4.713 -9.977 -1.435  0.09
H: -0.414 -6.279 -2.297  0.09
H: 0.282 -3.998 -1.568  0.11
H: -3.778 -3.012 -0.784  0.12
H: -4.503 -5.270 -1.519  0.11
O: -0.340 -0.123 2.535  -0.55
As: -1.630 -0.994 3.238  1.31
C: -1.966 -2.727 2.576  -0.37
C: -1.000 -3.706 2.828  -0.13
C: -1.241 -4.977 2.265  -0.10
C: -2.320 -5.229 1.472  -0.05
C: -3.246 -4.173 1.049  -0.20
C: -3.084 -2.930 1.801  -0.10
C: -3.178 0.121 3.071  -0.28
C: -4.411 -0.323 3.541  -0.10
C: -5.517 0.506 3.450  -0.07
C: -5.393 1.773 2.894  -0.07
C: -4.165 2.212 2.426  -0.07
C: -3.054 1.387 2.513  -0.07
C: -1.108 -1.129 5.076  -0.29
C: 0.028 -0.477 5.534  -0.08
C: 0.395 -0.597 6.867  -0.07
C: -0.373 -1.363 7.731  -0.08
C: -1.502 -2.024 7.267  -0.07
C: -1.870 -1.914 5.935  -0.09
H: -0.144 -3.515 3.463  0.09
H: -0.554 -5.786 2.490  0.10
H: -2.468 -6.220 1.062  0.09
H: -4.284 -4.508 0.989  0.13
H: -3.780 -2.119 1.617  0.09
H: -4.512 -1.318 3.958  0.10
H: -6.478 0.161 3.809  0.11
H: -6.260 2.417 2.823  0.11
H: -4.067 3.192 1.979  0.11
H: -2.096 1.745 2.156  0.08
H: 0.630 0.106 4.847  0.08
H: 1.283 -0.094 7.227  0.11
H: -0.085 -1.455 8.771  0.11
H: -2.090 -2.636 7.938  0.11
H: -2.730 -2.457 5.561  0.11

Relative energy (zero: lowest compared OMol25 entry of this formula, charge and spin) in kcal/mol: 79.61
E_tot in a.u.: -6501.70396
2S+1: 5
M in g mol⁻¹: 1095.58

***

(2)
This record from the Open Molecules 2025 dataset describes a structure of composition C57H46BrN4O3P2PbS3. The level of theory is wB97M-V/def2-TZVPD.

Last column: Löwdin charge in e.
Atoms and positions in Å:
Pb: 1.473 -0.969 0.374  0.88
O: -1.660 0.009 3.991  -0.51
S: -1.694 -0.195 2.511  0.84
C: -2.803 1.125 1.936  -0.36
C: -4.076 1.194 2.498  -0.07
C: -4.862 2.309 2.292  -0.07
C: -4.358 3.385 1.566  -0.07
C: -3.089 3.317 1.023  -0.09
C: -2.300 2.168 1.160  -0.35
P: -0.612 2.044 0.429  1.08
C: 0.122 3.521 1.241  -0.36
C: 0.054 3.581 2.637  -0.10
C: 0.661 4.614 3.331  -0.10
C: 1.368 5.596 2.645  -0.10
C: 1.453 5.536 1.263  -0.09
C: 0.831 4.508 0.563  -0.09
C: -0.766 2.589 -1.308  -0.36
C: -1.842 3.214 -1.932  -0.10
C: -1.765 3.570 -3.272  -0.10
C: -0.624 3.291 -4.011  -0.08
C: 0.440 2.635 -3.410  -0.06
C: 0.360 2.283 -2.073  -0.12
C: -2.811 -1.587 2.233  -0.40
C: -3.438 -2.123 3.349  -0.08
C: -4.285 -3.208 3.190  -0.07
C: -4.488 -3.753 1.927  -0.07
C: -3.834 -3.221 0.826  -0.08
C: -2.980 -2.126 0.960  -0.37
P: -1.984 -1.424 -0.414  1.08
C: -1.662 -2.939 -1.390  -0.36
C: -1.876 -3.039 -2.762  -0.08
C: -1.481 -4.177 -3.454  -0.08
C: -0.882 -5.234 -2.784  -0.10
C: -0.671 -5.144 -1.415  -0.12
C: -1.046 -4.001 -0.725  -0.12
C: -3.252 -0.510 -1.372  -0.33
C: -4.557 -0.325 -0.911  -0.09
C: -5.464 0.435 -1.639  -0.09
C: -5.088 0.999 -2.850  -0.10
C: -3.790 0.827 -3.311  -0.09
C: -2.866 0.106 -2.567  -0.10
H: -4.433 0.376 3.113  0.11
H: -5.856 2.359 2.720  0.10
H: -4.952 4.281 1.437  0.10
H: -2.683 4.175 0.503  0.11
H: -0.480 2.811 3.189  0.11
H: 0.593 4.645 4.412  0.10
H: 1.851 6.399 3.188  0.09
H: 2.001 6.297 0.719  0.10
H: 0.897 4.478 -0.518  0.10
H: -2.766 3.390 -1.401  0.08
H: -2.617 4.043 -3.746  0.10
H: -0.579 3.549 -5.062  0.10
H: 1.311 2.350 -3.987  0.10
H: 1.164 1.716 -1.627  0.07
H: -3.230 -1.689 4.320  0.11
H: -4.776 -3.641 4.053  0.10
H: -5.143 -4.606 1.802  0.10
H: -3.967 -3.667 -0.152  0.12
H: -2.330 -2.225 -3.309  0.10
H: -1.637 -4.227 -4.525  0.10
H: -0.569 -6.118 -3.327  0.10
H: -0.182 -5.949 -0.881  0.08
H: -0.826 -3.932 0.336  0.05
H: -4.873 -0.773 0.021  0.09
H: -6.469 0.576 -1.259  0.10
H: -5.801 1.578 -3.425  0.09
H: -3.474 1.281 -4.242  0.10
H: -1.834 0.038 -2.900  0.09
Br: 2.709 -4.868 -0.453  0.76
C: 2.540 -3.937 -2.101  -0.72
C: 3.164 -4.475 -3.217  -0.12
C: 2.989 -3.811 -4.420  -0.07
C: 2.197 -2.676 -4.455  -0.02
C: 1.620 -2.216 -3.277  -0.18
N: 1.814 -2.838 -2.103  0.08
C: 0.703 -0.975 -3.330  -0.66
O: 0.523 -0.496 -4.465  -0.02
O: 0.216 -0.600 -2.238  -0.21
H: 3.751 -5.377 -3.131  0.09
H: 3.457 -4.188 -5.322  0.10
H: 1.990 -2.124 -5.361  0.11
C: 1.924 -3.545 4.572  -0.16
C: 2.172 -2.912 3.214  -0.78
S: 0.686 -2.678 2.276  0.44
C: 3.412 -2.574 2.812  -0.81
C: 4.618 -2.813 3.691  -0.16
S: 3.858 -1.786 1.295  0.41
H: 0.874 -3.816 4.671  0.04
H: 2.165 -2.857 5.390  0.07
H: 2.519 -4.451 4.720  0.07
H: 4.406 -3.477 4.531  0.05
H: 4.990 -1.865 4.094  0.07
H: 5.431 -3.245 3.104  0.06
C: 4.416 1.991 -3.842  -0.09
C: 4.203 0.691 -3.403  -0.06
C: 3.857 0.458 -2.080  -0.02
C: 3.734 1.533 -1.207  -0.27
C: 3.940 2.840 -1.639  -0.03
C: 4.284 3.061 -2.963  -0.09
N: 3.275 1.211 0.102  -0.01
N: 3.466 2.072 0.961  0.11
C: 2.953 1.714 2.244  -0.33
C: 3.408 2.480 3.303  -0.01
C: 2.954 2.168 4.576  -0.07
C: 2.053 1.130 4.726  -0.04
C: 1.642 0.427 3.600  -0.14
N: 2.090 0.709 2.378  0.04
H: 4.664 2.175 -4.880  0.10
H: 4.280 -0.140 -4.091  0.11
H: 3.668 -0.546 -1.717  0.09
H: 3.797 3.657 -0.945  0.10
H: 4.427 4.073 -3.319  0.10
H: 4.093 3.294 3.109  0.11
H: 3.291 2.739 5.432  0.10
H: 1.653 0.858 5.693  0.11
H: 0.932 -0.391 3.669  0.05

Relative energy (zero: lowest compared OMol25 entry of this formula, charge and spin) in kcal/mol: 0.00
Total charge: -1
E_tot in a.u.: -7288.70152
M in g mol⁻¹: 1280.27

***

(3)
This record from the Open Molecules 2025 dataset describes a structure of composition C57H47Cl2KN5O4PS in a non-equilibrium geometry. The level of theory is wB97M-V/def2-TZVPD.

Last column: Löwdin charge in e.
Atoms and positions in Å:
K: 0.182 0.093 -0.677  0.52
C: 3.613 0.538 -4.657  -0.06
C: 3.438 -0.804 -4.939  -0.08
C: 3.551 -1.724 -3.910  -0.03
C: 3.838 -1.252 -2.634  -0.26
N: 4.026 0.031 -2.358  0.15
C: 3.892 0.904 -3.348  -0.12
C: 4.059 -2.212 -1.519  -0.21
C: 5.286 -2.882 -1.507  -0.02
C: 5.525 -3.803 -0.506  -0.07
C: 4.550 -4.026 0.443  -0.03
C: 3.354 -3.312 0.372  -0.20
N: 3.116 -2.423 -0.603  0.21
C: 2.255 -3.536 1.339  -0.22
C: 2.406 -4.334 2.475  -0.04
C: 1.323 -4.532 3.313  -0.08
C: 0.117 -3.926 3.011  -0.05
C: 0.060 -3.128 1.874  -0.11
N: 1.093 -2.940 1.063  0.14
H: 3.520 1.292 -5.425  0.10
H: 3.195 -1.128 -5.943  0.10
H: 3.435 -2.786 -4.090  0.11
H: 4.010 1.945 -3.076  0.11
H: 6.024 -2.671 -2.268  0.11
H: 6.461 -4.347 -0.473  0.10
H: 4.716 -4.758 1.221  0.09
H: 3.359 -4.784 2.718  0.10
H: 1.420 -5.143 4.202  0.10
H: -0.756 -4.046 3.638  0.10
H: -0.849 -2.595 1.604  0.08
O: -7.581 3.481 -3.892  0.10
C: -7.892 2.281 -3.363  -0.50
O: -9.034 2.050 -3.049  0.09
C: -6.776 1.320 -3.208  -0.16
C: -6.823 0.396 -2.170  -0.02
C: -5.783 -0.486 -1.964  -0.01
C: -4.650 -0.462 -2.790  -0.27
C: -4.623 0.439 -3.862  0.01
C: -5.670 1.309 -4.065  -0.03
N: -3.549 -1.245 -2.539  0.16
C: -3.647 -2.489 -2.396  -0.09
C: -2.539 -3.399 -2.115  -0.24
C: -2.792 -4.771 -2.235  -0.04
C: -1.776 -5.680 -2.020  -0.09
C: -0.520 -5.205 -1.695  -0.06
C: -0.352 -3.829 -1.592  -0.13
N: -1.318 -2.946 -1.783  0.16
H: -6.617 3.613 -3.923  0.11
H: -7.682 0.397 -1.511  0.12
H: -5.807 -1.175 -1.128  0.11
H: -3.754 0.445 -4.509  0.11
H: -5.630 1.981 -4.913  0.12
H: -4.609 -2.986 -2.588  0.12
H: -3.785 -5.111 -2.505  0.10
H: -1.956 -6.745 -2.110  0.10
H: 0.304 -5.883 -1.520  0.10
H: 0.614 -3.408 -1.329  0.09
O: 0.543 3.646 -0.499  -0.08
C: 0.949 2.859 -1.395  -0.68
O: 1.486 1.753 -1.190  -0.28
C: 0.828 3.335 -2.831  -0.18
C: 1.180 4.654 -3.092  -0.07
C: 1.209 5.165 -4.382  -0.14
C: 0.874 4.324 -5.438  -0.15
C: 0.488 3.019 -5.196  -0.17
C: 0.432 2.485 -3.891  -0.71
S: -0.164 0.877 -3.672  0.43
H: 1.437 5.283 -2.246  0.11
H: 1.484 6.197 -4.568  0.07
H: 0.913 4.697 -6.458  0.08
H: 0.207 2.368 -6.016  0.07
C: -1.260 3.356 2.247  -0.08
C: -0.266 3.427 3.366  -0.26
C: -0.190 4.548 4.186  -0.06
C: 0.748 4.634 5.205  -0.11
C: 1.637 3.592 5.404  -0.11
C: 1.577 2.468 4.592  -0.10
C: 0.627 2.363 3.579  -0.30
P: 0.429 0.859 2.514  1.13
C: 1.973 -0.030 3.014  -0.31
C: 1.983 -1.106 3.896  -0.10
C: 3.168 -1.735 4.254  -0.12
C: 4.367 -1.305 3.712  -0.11
C: 4.367 -0.249 2.813  -0.06
C: 3.191 0.402 2.448  -0.27
C: 3.257 1.542 1.472  -0.05
C: -0.876 0.030 3.495  -0.34
C: -0.832 0.021 4.886  -0.15
C: -1.757 -0.663 5.660  -0.16
C: -2.785 -1.367 5.009  -0.16
C: -2.891 -1.352 3.647  -0.10
C: -1.962 -0.640 2.801  -0.38
C: -2.127 -0.635 1.435  -0.12
H: -1.957 4.196 2.281  0.08
H: -1.826 2.422 2.286  0.06
H: -0.723 3.379 1.294  0.04
H: -0.883 5.367 4.024  0.10
H: 0.781 5.510 5.843  0.09
H: 2.376 3.647 6.196  0.09
H: 2.282 1.662 4.752  0.10
H: 1.051 -1.449 4.324  0.09
H: 3.153 -2.556 4.961  0.09
H: 5.299 -1.788 3.986  0.09
H: 5.303 0.082 2.375  0.10
H: 4.258 1.975 1.457  0.08
H: 2.538 2.325 1.707  0.06
H: 3.018 1.197 0.463  0.07
H: -0.039 0.560 5.392  0.09
H: -1.682 -0.664 6.742  0.06
H: -3.503 -1.925 5.604  0.08
H: -3.701 -1.885 3.158  0.09
H: -1.474 -0.080 0.787  -0.08
H: -2.939 -1.181 0.967  0.03
Cl: -2.614 4.749 -2.745  0.49
C: -2.249 4.251 -1.077  -0.99
Cl: -2.682 2.562 -0.772  0.56
H: -2.834 4.883 -0.417  0.02
H: -1.167 4.335 -0.919  -0.01

Total charge: -2
E_tot in a.u.: -5035.00125
M in g mol⁻¹: 1039.08

***

(4)
This record from the Open Molecules 2025 dataset describes a structure of composition C57H48NOP3Ti in a non-equilibrium geometry. The level of theory is wB97M-V/def2-TZVPD.

Last column: Löwdin charge in e.
Atoms and positions in Å:
Ti: -0.388 0.131 -0.357  0.91
C: 0.778 2.585 4.206  -0.29
C: -0.197 3.139 3.163  -0.31
P: -0.233 2.569 1.379  1.02
C: -2.071 2.597 1.189  -0.40
C: -2.713 1.397 0.933  -0.14
C: -4.084 1.327 0.707  -0.07
C: -4.830 2.492 0.755  -0.08
C: -4.203 3.708 1.023  -0.07
C: -2.834 3.763 1.233  -0.08
C: 0.381 3.986 0.464  -0.37
C: 1.278 4.894 1.034  -0.17
C: 2.092 5.850 0.455  -0.13
C: 2.374 6.108 -0.928  -0.14
C: 2.125 5.328 -1.998  -0.11
C: 1.490 3.982 -1.896  -0.26
C: 0.447 1.207 4.786  -0.35
P: 0.612 -0.095 3.489  1.05
C: 2.417 0.077 3.208  -0.38
C: 3.350 -0.112 4.228  -0.10
C: 4.694 0.149 4.016  -0.08
C: 5.125 0.620 2.781  -0.08
C: 4.206 0.827 1.764  -0.07
C: 2.861 0.553 1.978  -0.11
C: 0.485 -1.650 4.446  -0.38
C: 1.418 -2.681 4.350  -0.11
C: 1.199 -3.896 4.986  -0.09
C: 0.045 -4.103 5.726  -0.10
C: -0.900 -3.088 5.818  -0.09
C: -0.686 -1.880 5.176  -0.11
H: 0.779 3.296 5.037  0.11
H: 1.797 2.593 3.809  0.10
H: -0.033 4.213 3.094  0.06
H: -1.223 3.025 3.520  0.08
H: -2.157 0.454 0.972  0.06
H: -4.552 0.376 0.489  0.11
H: -5.897 2.460 0.582  0.10
H: -4.789 4.618 1.058  0.11
H: -2.337 4.712 1.402  0.12
H: 1.378 4.866 2.115  0.08
H: 2.600 6.503 1.156  0.07
H: 2.890 7.045 -1.121  0.09
H: 2.384 5.687 -2.987  0.09
H: 1.195 3.670 -2.905  0.14
H: -0.584 1.197 5.152  0.08
H: 1.101 0.997 5.636  0.08
H: 3.023 -0.469 5.198  0.11
H: 5.407 -0.008 4.816  0.10
H: 6.174 0.831 2.617  0.10
H: 4.532 1.207 0.804  0.10
H: 2.148 0.730 1.182  0.04
H: 2.318 -2.541 3.764  0.10
H: 1.934 -4.686 4.897  0.10
H: -0.123 -5.050 6.222  0.10
H: -1.810 -3.244 6.384  0.10
H: -1.445 -1.108 5.233  0.10
C: 0.177 4.038 -1.047  -0.24
C: 2.412 2.920 -1.355  -0.03
C: 2.113 1.624 -1.379  -0.09
C: 0.829 1.046 -1.855  -0.34
N: -0.427 1.726 -1.657  -0.02
C: -0.746 2.932 -1.376  -0.08
C: 0.748 0.524 -3.272  -0.21
C: 1.501 1.156 -4.264  -0.03
C: 1.230 0.922 -5.601  -0.08
C: 0.179 0.079 -5.949  -0.08
C: -0.526 -0.583 -4.959  -0.09
C: -0.231 -0.410 -3.606  -0.27
H: -0.329 4.980 -1.287  0.16
H: 3.360 3.252 -0.945  0.12
H: 2.851 0.898 -1.047  0.10
H: -1.811 3.117 -1.249  0.13
H: 2.287 1.846 -3.980  0.11
H: 1.819 1.410 -6.367  0.10
H: -0.066 -0.082 -6.992  0.10
H: -1.305 -1.281 -5.250  0.10
O: 0.714 -1.165 0.711  -0.12
C: -0.409 -1.669 0.496  -0.32
C: -0.714 -3.082 0.419  -0.22
C: -0.748 -4.004 1.459  -0.02
C: -0.964 -5.330 1.135  -0.08
C: -1.083 -5.696 -0.202  -0.07
C: -1.015 -4.746 -1.213  -0.09
C: -0.889 -3.383 -0.931  -0.19
P: -0.704 -1.734 -2.222  1.02
C: -2.525 -1.615 -2.476  -0.30
C: -3.404 -2.694 -2.397  -0.07
C: -4.775 -2.502 -2.503  -0.07
C: -5.295 -1.226 -2.663  -0.09
C: -4.432 -0.142 -2.739  -0.08
C: -3.062 -0.338 -2.665  -0.10
C: 0.250 -2.905 -3.276  -0.34
C: 1.614 -3.058 -3.048  -0.07
C: 2.352 -3.961 -3.796  -0.07
C: 1.736 -4.724 -4.778  -0.09
C: 0.376 -4.575 -5.009  -0.08
C: -0.365 -3.670 -4.262  -0.11
H: -0.607 -3.691 2.487  0.10
H: -1.016 -6.078 1.916  0.10
H: -1.224 -6.739 -0.461  0.10
H: -1.072 -5.085 -2.241  0.10
H: -3.024 -3.693 -2.240  0.09
H: -5.438 -3.357 -2.453  0.10
H: -6.365 -1.078 -2.735  0.10
H: -4.823 0.859 -2.868  0.11
H: -2.394 0.508 -2.770  0.09
H: 2.103 -2.467 -2.280  0.11
H: 3.414 -4.070 -3.612  0.10
H: 2.312 -5.429 -5.362  0.10
H: -0.113 -5.166 -5.774  0.10
H: -1.428 -3.565 -4.448  0.11

Relative energy (zero: lowest compared OMol25 entry of this formula, charge and spin) in kcal/mol: 118.42
E_tot in a.u.: -4204.15759
M in g mol⁻¹: 903.81